(1)
C23H34GeIrN2Si2 | the ωB97M-V functional and the def2-TZVPD basis

Last column: Löwdin spin population.
Cartesian coordinates (Å):
1 Ir -0.10256 -0.20824 0.39685  1.338
2 N -0.36922 1.21473 -2.80446  0.018
3 C 0.83565 1.63259 -2.08122  0.063
4 C 1.93115 2.13097 -2.99178  0.309
5 C 3.16738 2.54703 -2.58480  0.024
6 C 3.72153 2.51940 -1.29504  0.321
7 C 3.24560 1.89143 -0.09600  0.080
8 C 3.92499 2.15891 1.12737  0.238
9 C 3.51370 1.53716 2.30020  0.024
10 C 2.43462 0.67737 2.28543  0.206
11 N 1.76190 0.40449 1.13562  0.225
12 C 2.19420 0.97753 -0.03714  0.219
13 H -0.19550 0.36197 -3.32295  0.000
14 H -0.64833 1.92709 -3.46924  0.000
15 H 1.68794 2.21901 -4.04751  0.019
16 H 3.80836 2.97737 -3.34938  -0.006
17 H 4.67054 3.03445 -1.18169  0.019
18 H 4.76179 2.84705 1.13046  0.017
19 H 4.02111 1.73124 3.23658  -0.004
20 H 2.06361 0.20481 3.18517  0.013
21 C -1.13653 2.44571 2.55022  0.018
22 Si -1.73821 1.23578 1.22366  0.134
23 C -2.63015 2.31691 -0.04797  0.023
24 C -3.10499 0.19456 2.04493  0.024
25 C -4.13674 0.76184 2.79872  0.003
26 C -5.13687 -0.02106 3.35822  0.002
27 C -5.12108 -1.39733 3.16344  0.002
28 C -4.10476 -1.97305 2.41372  0.004
29 C -3.08654 -1.19803 1.84962  0.030
30 Si -1.68802 -1.94312 0.78239  0.205
31 C -2.58490 -2.62574 -0.74609  0.037
32 C -1.11847 -3.50273 1.70168  0.030
33 H -1.95518 3.05352 2.94871  0.002
34 H -0.37966 3.11903 2.13747  0.000
35 H -0.67763 1.90323 3.38108  0.001
36 H -3.46334 2.86335 0.40635  0.004
37 H -3.01571 1.70013 -0.86260  0.001
38 H -1.93702 3.04088 -0.48648  0.001
39 H -4.16260 1.83704 2.95542  0.000
40 H -5.92715 0.43652 3.94337  0.000
41 H -5.89980 -2.01624 3.59589  0.000
42 H -4.10569 -3.04999 2.26771  0.000
43 H -3.41530 -3.27852 -0.45650  0.005
44 H -1.90739 -3.20292 -1.38124  0.001
45 H -2.98770 -1.80483 -1.34538  0.002
46 H -1.94699 -4.18152 1.92697  0.005
47 H -0.63298 -3.23045 2.64249  0.002
48 H -0.38806 -4.05157 1.09941  0.001
49 C 0.70328 -2.04414 -3.06376  0.010
50 Ge 1.99069 -1.12452 -1.90033  0.044
51 C 3.59117 -0.83617 -3.02293  0.014
52 C 2.59721 -2.36924 -0.51380  0.020
53 C 1.28306 0.54018 -1.11761  0.214
54 H 1.06993 -3.05019 -3.27900  0.001
55 H 0.58042 -1.52479 -4.01718  0.001
56 H -0.26640 -2.11598 -2.57202  0.004
57 H 4.03404 -1.79998 -3.28742  0.001
58 H 4.32834 -0.24717 -2.47461  0.001
59 H 3.34240 -0.29996 -3.93947  0.003
60 H 3.04819 -3.23615 -1.00492  0.002
61 H 1.77704 -2.69903 0.12293  0.009
62 H 3.34906 -1.89153 0.11644  0.000
63 H 0.53255 2.48090 -1.44800  0.014

Cartesian forces, eV/Å:
0.2 0.1 0.5
0.0 0.0 0.0
0.0 0.0 0.1
0.0 0.0 0.1
0.0 0.0 0.0
0.0 0.0 0.0
-0.2 -0.3 0.1
0.2 0.2 0.0
-0.2 -0.1 0.1
0.2 0.1 0.3
-0.3 -0.1 0.0
0.1 0.3 -0.6
0.0 0.0 0.0
0.0 0.0 0.0
0.0 0.0 0.0
0.0 0.0 0.0
0.0 0.0 0.0
0.0 0.0 0.0
0.0 0.0 0.0
0.0 0.0 0.0
0.2 0.0 0.0
-0.1 -0.2 0.0
0.1 0.0 -0.1
0.0 -0.1 0.0
0.0 0.0 0.0
0.0 0.0 0.0
0.0 0.0 0.0
0.0 0.0 0.0
0.0 0.0 0.0
-0.2 0.2 -0.1
0.0 0.0 -0.1
0.2 0.0 0.0
0.0 0.0 0.0
0.0 0.0 0.0
0.0 0.0 0.0
0.0 0.0 0.0
0.0 0.0 0.0
0.0 0.0 0.0
0.0 0.0 0.0
0.0 0.0 0.0
0.0 0.0 0.0
0.0 0.0 0.0
0.0 0.0 0.0
0.0 0.0 0.0
0.0 0.0 0.0
0.0 0.0 0.0
0.0 0.0 0.0
0.0 0.0 0.0
-0.1 0.0 0.0
0.1 0.1 -0.1
0.0 0.0 0.0
0.0 0.0 0.0
-0.2 -0.2 -0.2
0.0 0.0 0.0
0.0 0.0 0.0
0.0 0.0 0.0
0.0 0.0 0.0
0.0 0.0 0.0
0.0 0.0 0.0
0.0 0.0 0.0
0.0 0.0 0.0
0.0 0.0 0.0
0.0 0.0 0.0

Total charge: -1
HOMO-LUMO gap (alpha / beta) in eV: 4.655 / 7.127
HOMO energy (alpha / beta) in eV: -1.66 / -5.09
Energy relative to the best compared isomer or geometry (same formula, charge and spin) in kJ/mol: 86.8
2S+1: 5
E_LUMO (alpha / beta) in eV: 3.0 / 2.0


(2)
C23H34N2O3 | the ωB97M-V functional and the def2-TZVPD basis

Last column: Löwdin charge in e.
Cartesian coordinates (Å):
1 C 4.13527 4.22208 3.41015  -0.103
2 C 2.90295 4.84964 2.77054  -0.201
3 C 1.87876 3.86575 2.19369  -0.487
4 C 0.47631 4.45497 2.27194  -0.050
5 C 2.19835 3.30529 0.78750  -0.070
6 C 1.72754 1.90985 1.23813  -0.186
7 C 2.62302 0.75041 0.88157  -0.427
8 O 3.83623 0.86222 0.77556  0.061
9 N 2.00885 -0.43687 0.71087  -0.010
10 C 0.63707 -0.92139 0.84100  -0.021
11 C 1.16656 -2.31686 0.38491  -0.413
12 C 0.65272 -2.80568 -0.95662  -0.045
13 C -0.63606 -3.52564 -0.52858  -0.160
14 C -1.79615 -2.53162 -0.43307  -0.410
15 O -2.27635 -2.17767 0.63688  0.071
16 N -2.21350 -2.00952 -1.59912  -0.034
17 C -3.36203 -1.10763 -1.71545  -0.288
18 C -4.56863 -2.00848 -1.47602  -0.084
19 C -4.37310 -3.02377 -2.62183  -0.052
20 C -3.25562 -3.10437 -3.36211  -0.027
21 C -1.96053 -2.37176 -2.96564  -0.243
22 C -1.63028 -0.96196 -3.61622  -0.103
23 C -1.58823 0.21299 -2.56079  -0.136
24 C -2.76776 0.27241 -1.50054  -0.085
25 C -0.25325 -4.08072 0.84949  -0.109
26 O 0.93540 -3.38893 1.26219  -0.043
27 C 2.59476 -1.74583 0.45740  -0.013
28 C 1.86050 2.39727 2.70731  -0.059
29 H 4.85146 4.99251 3.69843  0.070
30 H 3.87214 3.66348 4.30931  0.073
31 H 4.64109 3.53512 2.72785  0.076
32 H 2.41043 5.48046 3.51781  0.106
33 H 3.20413 5.52326 1.96145  0.116
34 H -0.26297 3.79374 1.81340  0.082
35 H 0.18778 4.61446 3.31322  0.085
36 H 0.42926 5.41802 1.75633  0.086
37 H 1.68100 3.76242 -0.05761  0.116
38 H 3.27216 3.28136 0.59783  0.116
39 H 0.68940 1.70911 0.97267  0.130
40 H 0.25382 -0.92968 1.86277  0.141
41 H -0.08661 -0.43806 0.18173  0.102
42 H 0.49517 -1.99642 -1.66938  0.120
43 H 1.36825 -3.51444 -1.37947  0.137
44 H -0.90920 -4.32446 -1.21890  0.147
45 H -3.52294 -0.99530 -2.78169  0.108
46 H -5.51767 -1.48702 -1.61823  0.118
47 H -4.58223 -2.48483 -0.49543  0.110
48 H -5.22342 -3.64187 -2.88731  0.100
49 H -3.22397 -3.76596 -4.22034  0.102
50 H -1.11314 -3.04816 -3.07657  0.134
51 H -0.64724 -1.00168 -4.08853  0.106
52 H -2.34174 -0.74071 -4.41418  0.111
53 H -1.54519 1.14948 -3.11997  0.105
54 H -0.64167 0.14022 -2.02382  0.084
55 H -3.47902 1.06438 -1.73777  0.110
56 H -2.37749 0.43914 -0.49655  0.100
57 H -1.05387 -3.90110 1.56523  0.121
58 H -0.01826 -5.14445 0.81066  0.126
59 H 3.18835 -1.80685 -0.45615  0.130
60 H 3.17148 -2.13646 1.29761  0.137
61 H 2.81819 2.08126 3.11659  0.105
62 H 1.05972 2.12483 3.39594  0.116

Cartesian forces, eV/Å:
0.1 0.0 -0.2
-0.1 0.0 0.2
0.0 -0.1 0.1
0.0 0.1 -0.1
0.0 0.0 0.0
0.0 0.0 0.0
0.0 0.0 0.0
0.0 0.0 0.0
0.0 0.0 0.0
0.0 0.0 0.0
0.0 0.0 0.0
0.0 0.0 0.0
0.0 0.0 0.0
0.0 0.1 0.0
0.0 0.0 0.0
0.0 -0.1 0.0
0.0 0.0 0.0
0.0 0.0 0.0
0.0 0.0 0.0
0.0 0.0 0.0
0.0 0.0 0.0
0.0 0.0 0.0
0.0 0.0 0.0
0.0 0.0 0.0
0.0 0.0 0.0
-0.1 0.0 0.0
0.0 0.0 0.0
0.0 0.0 0.0
0.0 0.0 0.0
0.0 0.0 0.0
0.0 0.0 0.0
0.0 0.0 0.0
0.0 0.0 0.0
0.0 0.0 0.0
0.0 0.0 0.0
0.0 0.0 0.0
0.0 0.0 0.0
0.0 0.0 0.0
0.0 0.0 0.0
0.0 0.0 0.0
0.0 0.0 0.0
0.0 0.0 0.0
0.0 0.0 0.0
0.0 0.0 0.0
0.0 0.0 0.0
0.0 0.0 0.0
0.0 0.0 0.0
0.0 0.0 0.0
0.0 0.0 0.0
0.0 0.0 0.0
0.0 0.0 0.0
0.0 0.0 0.0
0.0 0.0 0.0
0.0 0.0 0.0
0.0 0.0 0.0
0.0 0.0 0.0
0.0 0.0 0.0
0.0 0.0 0.0
0.0 0.0 0.0
0.0 0.0 0.0
0.0 0.0 0.0
0.0 0.0 0.0

Total charge: 0
Structure (SMILES): CC[C@]1(C)C[C@H](C(=O)N2CC3(C[C@H](C(=O)N4[C@H]5CC=C[C@H]4CCC5)CO3)C2)C1
HOMO-LUMO gap in eV: 9.638
HOMO energy in eV: -9.05
Energy relative to the best compared isomer or geometry (same formula, charge and spin) in kJ/mol: 398.4
2S+1: 1
E_LUMO in eV: 0.6


(3)
C23H34N4O2 | the ωB97M-V functional and the def2-TZVPD basis

Last column: Löwdin charge in e.
Cartesian coordinates (Å):
1 C 1.09950 2.10058 -0.47185  -0.011
2 C 0.99032 0.57662 -0.40356  -0.438
3 C -0.45197 0.14896 -0.13554  -0.006
4 C 1.55093 -0.12513 -1.66830  -0.245
5 C 1.36997 0.59989 -2.99564  -0.142
6 N -0.01650 0.78837 -3.37802  0.075
7 C -0.77131 -0.25299 -3.82361  -0.464
8 O -0.29234 -1.35899 -4.01622  0.067
9 C -2.20308 0.03146 -4.03729  -0.127
10 C -3.11218 -0.78578 -4.73578  -0.082
11 N -4.33483 -0.28845 -4.69981  0.091
12 N -4.23533 0.84111 -3.97860  -0.148
13 C -5.42683 1.64916 -3.74743  -0.105
14 C -5.37211 2.39345 -2.44369  -0.304
15 C -6.63599 2.52293 -1.64185  -0.113
16 C -5.53564 1.61699 -1.16910  -0.109
17 C -2.97930 1.07135 -3.56310  -0.015
18 C 3.02110 -0.36774 -1.34584  -0.118
19 C 2.97787 -0.76852 0.11799  -0.132
20 N 1.90155 0.06299 0.65367  0.023
21 C 1.72871 0.33119 1.97303  -0.410
22 O 0.83340 1.05535 2.38816  0.052
23 C 2.69970 -0.33258 2.92597  -0.196
24 C 2.38255 -0.21479 4.42695  -0.058
25 C 2.81014 -1.67890 4.59796  -0.433
26 C 4.21060 -2.03573 5.14198  -0.118
27 C 3.61018 -3.35133 5.68595  -0.156
28 C 2.21257 -2.70005 5.57801  -0.112
29 C 2.63871 -1.87679 3.07745  -0.066
30 H 0.39866 2.50629 -1.20443  0.077
31 H 0.85641 2.52430 0.50011  0.081
32 H 2.10856 2.41457 -0.74692  0.089
33 H -1.08069 0.41221 -0.98728  0.070
34 H -0.50362 -0.93369 -0.00453  0.097
35 H -0.83862 0.62992 0.75981  0.078
36 H 1.05512 -1.09646 -1.75609  0.146
37 H 1.84683 1.57997 -2.96619  0.123
38 H 1.86322 0.01465 -3.77394  0.131
39 H -0.43144 1.69917 -3.30623  0.123
40 H -2.90715 -1.71198 -5.24611  0.118
41 H -5.56255 2.33365 -4.58763  0.130
42 H -6.26225 0.95015 -3.75084  0.128
43 H -4.70434 3.24626 -2.41327  0.131
44 H -6.80199 3.44690 -1.10720  0.099
45 H -7.52999 2.06474 -2.04283  0.101
46 H -5.68499 0.54931 -1.26240  0.108
47 H -4.95743 1.92046 -0.30817  0.100
48 H -2.74405 1.91697 -2.93789  0.127
49 H 3.46958 -1.13241 -1.97917  0.125
50 H 3.59529 0.55602 -1.46671  0.122
51 H 2.74130 -1.83286 0.21830  0.125
52 H 3.91797 -0.58307 0.63597  0.120
53 H 3.71888 -0.00558 2.70704  0.146
54 H 2.92418 0.53557 5.00280  0.117
55 H 1.31108 -0.07383 4.57203  0.119
56 H 5.03117 -2.10084 4.42537  0.106
57 H 4.49792 -1.36360 5.95303  0.111
58 H 3.72619 -4.16928 4.97456  0.103
59 H 3.93987 -3.69037 6.66645  0.096
60 H 1.91946 -2.22109 6.51437  0.112
61 H 1.38432 -3.31081 5.21682  0.105
62 H 1.64283 -2.25317 2.82958  0.128
63 H 3.38985 -2.47471 2.55971  0.110

Cartesian forces, eV/Å:
0.0 0.0 0.0
0.0 0.0 0.0
0.0 0.0 0.0
0.0 0.0 0.0
0.0 0.0 0.0
0.0 0.0 0.0
0.0 0.0 0.0
0.0 0.0 0.0
0.0 0.0 0.0
0.0 0.0 0.0
0.0 0.0 0.0
0.0 0.0 0.0
0.0 0.0 0.0
0.0 0.0 0.0
0.0 0.0 0.0
0.0 0.0 0.0
0.0 0.0 0.0
0.0 0.0 0.0
0.0 0.0 0.0
0.0 0.0 0.0
0.0 0.0 0.0
0.0 0.0 0.0
0.0 0.0 0.0
0.0 0.0 0.0
0.0 0.0 0.0
0.0 0.0 0.0
0.0 0.0 0.0
0.0 0.0 0.0
0.0 0.0 0.0
0.0 0.0 0.0
0.0 0.0 0.0
0.0 0.0 0.0
0.0 0.0 0.0
0.0 0.0 0.0
0.0 0.0 0.0
0.0 0.0 0.0
0.0 0.0 0.0
0.0 0.0 0.0
0.0 0.0 0.0
0.0 0.0 0.0
0.0 0.0 0.0
0.0 0.0 0.0
0.0 0.0 0.0
0.0 0.0 0.0
0.0 0.0 0.0
0.0 0.0 0.0
0.0 0.0 0.0
0.0 0.0 0.0
0.0 0.0 0.0
0.0 0.0 0.0
0.0 0.0 0.0
0.0 0.0 0.0
0.0 0.0 0.0
0.0 0.0 0.0
0.0 0.0 0.0
0.0 0.0 0.0
0.0 0.0 0.0
0.0 0.0 0.0
0.0 0.0 0.0
0.0 0.0 0.0
0.0 0.0 0.0
0.0 0.0 0.0
0.0 0.0 0.0

Total charge: 0
Structure (SMILES): CC1(C)[C@@H](CNC(=O)c2cnn(CC3CC3)c2)CCN1C(=O)C1CC2(CCC2)C1
HOMO-LUMO gap in eV: 9.646
HOMO energy in eV: -9.10
Energy relative to the best compared isomer or geometry (same formula, charge and spin) in kJ/mol: 280.1
2S+1: 1
E_LUMO in eV: 0.5


Among the records above, which one has the highest 2S+1?
C23H34GeIrN2Si2


The highest 2S+1 belongs to which entry?
C23H34GeIrN2Si2


Which of these has the highest energy relative to the best compared isomer or geometry (same formula, charge and spin)?
C23H34N2O3